Entry 1:
C53H37Cl4N5V | ωB97M-V/def2-TZVPD

The value obtained for the LUMO energy (spin up / spin down) is 2.07 / 1.89 eV. The multiplicity is 3. Its total energy is -138773.929 eV. Its net charge is -1. Its HOMO-LUMO gap (spin up / spin down) is 0.164 / 0.180 Ha.

Structure (XYZ):
```
100
Properties=species:S:1:pos:R:3:mulliken_spin:R:1
V -0.21 -0.08 0.23 1.327
Cl -3.21 3.84 8.41 0.000
C -2.46 3.33 6.95 0.004
C -1.16 3.74 6.66 -0.002
C -0.56 3.32 5.47 0.010
C -1.25 2.50 4.57 0.013
C -2.56 2.10 4.88 0.019
C -3.17 2.51 6.06 -0.003
C -0.64 2.05 3.31 0.090
C 0.41 1.24 3.18 0.026
C 1.25 0.71 4.20 0.093
C 2.20 0.01 3.58 -0.020
C 1.91 -0.03 2.14 -0.035
C 2.59 -0.84 1.27 0.056
C 3.77 -1.56 1.84 -0.019
C 3.61 -2.72 2.62 0.020
C 4.72 -3.39 3.12 0.002
C 6.00 -2.91 2.85 0.003
Cl 7.38 -3.75 3.46 0.000
C 6.18 -1.75 2.09 0.000
C 5.06 -1.08 1.59 -0.013
C 2.22 -1.21 -0.21 0.275
N 1.53 -0.67 -1.21 0.088
C 1.61 -1.61 -2.21 -0.078
C 0.89 -1.38 -3.30 0.130
C 0.86 -2.28 -4.47 0.021
C -0.29 -3.02 -4.75 0.043
C -0.33 -3.87 -5.86 -0.006
C 0.79 -3.98 -6.68 0.011
Cl 0.74 -5.02 -8.05 0.001
C 1.94 -3.24 -6.41 -0.005
C 1.98 -2.39 -5.30 0.039
C 0.12 -0.12 -3.07 -0.041
C -0.62 0.43 -4.08 0.112
C -1.09 1.59 -3.56 -0.050
C -0.67 1.66 -2.22 0.158
N 0.13 0.59 -1.88 -0.008
C -1.22 2.85 -1.45 -0.034
C -1.19 2.97 -0.11 0.035
C -1.77 4.07 0.63 -0.024
C -1.74 3.83 1.93 0.030
C -1.01 2.56 1.95 -0.006
N -0.68 2.06 0.77 0.014
C -1.96 3.94 -2.17 0.002
C -3.37 3.88 -2.27 -0.005
C -4.07 4.86 -2.96 0.003
C -3.37 5.91 -3.56 -0.001
Cl -4.24 7.13 -4.42 0.000
C -1.98 5.98 -3.47 0.002
C -1.28 5.00 -2.77 -0.007
C 2.42 -2.71 -1.86 0.118
C 2.82 -2.53 -0.61 -0.095
N 0.86 0.81 1.98 -0.047
H -0.61 4.37 7.35 0.000
H 0.46 3.63 5.23 -0.001
H -3.10 1.45 4.19 -0.002
H -4.18 2.19 6.29 0.000
H 1.17 0.88 5.26 0.004
H 3.01 -0.48 4.09 0.001
H 2.61 -3.08 2.83 0.014
H 4.58 -4.29 3.72 -0.001
H 7.17 -1.37 1.88 0.000
H 5.19 -0.17 1.00 -0.005
H -1.17 -2.94 -4.10 0.003
H -1.23 -4.44 -6.07 0.000
H 2.81 -3.33 -7.05 -0.001
H 2.88 -1.82 -5.09 0.001
H -0.77 0.06 -5.08 0.008
H -1.71 2.29 -4.10 -0.008
H -2.20 4.96 0.20 -0.004
H -2.06 4.43 2.76 0.002
H -3.91 3.05 -1.80 0.001
H -5.15 4.81 -3.03 0.000
H -1.44 6.80 -3.94 0.000
H -0.19 5.05 -2.70 0.000
H 2.64 -3.56 -2.48 0.009
H 3.42 -3.20 -0.03 -0.005
C 1.43 -2.11 1.72 -0.056
N 0.09 -1.85 1.20 -0.043
C -0.80 -1.48 2.31 0.031
C -0.42 -3.03 0.48 0.032
C -1.44 -2.59 -0.52 0.007
C -2.35 -3.48 -1.10 -0.004
C -3.26 -3.02 -2.06 0.011
C -3.25 -1.68 -2.44 -0.004
C -2.33 -0.80 -1.87 -0.052
C -1.43 -1.26 -0.91 -0.134
H 1.45 -2.96 2.41 0.018
H 1.82 -1.23 2.24 0.048
H 2.13 -2.32 0.90 -0.008
H -0.87 -2.27 3.06 -0.002
H -1.81 -1.26 1.96 0.015
H -0.43 -0.57 2.80 0.014
H -0.82 -3.78 1.17 -0.001
H 0.39 -3.50 -0.09 0.002
H -2.36 -4.53 -0.82 0.000
H -3.97 -3.71 -2.52 0.001
H -3.95 -1.32 -3.19 -0.001
H -2.31 0.25 -2.16 0.016
H -1.63 -0.16 1.26 -0.153
```

Entry 2:
CH4FOPS | ωB97M-V/def2-TZVPD

The value obtained for the LUMO energy is -0.88 eV. Its total energy is -25991.516 eV. Its HOMO-LUMO gap is 0.339 Ha. The SMILES is CP(=O)=S.F. The energy relative to the best compared isomer or geometry (same formula, charge and spin) is 157.5 kJ/mol.

Structure (XYZ):
```
9
Properties=species:S:1:pos:R:3:nbo_charge:R:1
C 0.14 1.25 0.02 -1.046
P -1.05 -0.05 0.02 1.704
O -0.50 -1.41 -0.10 -1.034
S -2.96 0.45 0.08 -0.447
H 1.07 0.82 0.48 0.279
H 0.29 1.63 -1.12 0.295
H -0.20 2.05 0.53 0.259
F 2.04 -2.46 -0.06 -0.579
H 1.17 -2.28 0.14 0.571
```

Entry 3:
C15H32CeNO2PSSi | ωB97M-V/def2-TZVPD

The value obtained for the LUMO energy is -0.43 eV. Its total energy is -62584.501 eV. Its HOMO-LUMO gap is 0.204 Ha.

Structure (XYZ):
```
54
Properties=species:S:1:pos:R:3:mulliken_charge:R:1
Ce -0.09 0.25 0.37 0.064
Si 0.19 -2.26 -1.46 1.018
P 0.55 1.23 -2.25 0.954
N -1.90 0.34 -0.49 -0.092
H 0.54 1.89 0.95 -0.221
C 0.85 3.03 -2.14 -1.298
H 1.00 3.43 -3.15 0.432
H 1.75 3.20 -1.52 0.305
H -0.01 3.51 -1.66 0.295
C 1.97 0.60 -3.19 -1.079
H 2.09 1.22 -4.08 0.437
H 1.79 -0.45 -3.46 0.221
H 2.87 0.66 -2.55 0.227
C -0.87 1.09 -3.40 -1.131
H -0.63 1.63 -4.33 0.450
H -1.75 1.54 -2.92 0.278
H -1.07 0.03 -3.60 0.233
C 1.90 -3.11 -1.58 -1.027
H 2.30 -3.31 -0.57 0.181
H 2.59 -2.44 -2.11 0.201
H 1.83 -4.07 -2.12 0.405
H -0.63 -3.33 -0.81 -0.351
H -0.30 -2.24 -2.87 -0.359
C -3.21 0.10 -0.58 0.114
C -5.48 0.81 -0.11 -0.424
C -4.13 0.95 0.11 -0.452
C -3.72 -1.01 -1.31 -0.137
C -5.09 -1.12 -1.50 -0.438
C -5.97 -0.20 -0.93 -0.412
H -6.16 1.53 0.35 0.326
H -3.71 1.72 0.78 0.295
H -3.01 -1.75 -1.70 0.159
H -5.47 -1.92 -2.13 0.356
H -7.04 -0.28 -1.12 0.327
C 3.27 -0.17 0.74 0.953
O 2.22 -0.49 0.11 -0.350
C 3.15 0.49 2.08 -1.108
H 4.11 0.98 2.31 0.411
H 2.95 -0.27 2.85 0.224
H 2.32 1.23 2.09 0.253
C 4.64 -0.49 0.25 -1.490
H 5.22 0.44 0.15 0.405
H 4.64 -1.04 -0.70 0.280
H 5.17 -1.07 1.02 0.417
C -0.87 -1.89 4.45 -1.109
S -0.37 -1.40 2.78 0.753
C 0.87 -2.62 2.37 -0.381
O -1.49 -1.66 1.77 -0.573
H 0.02 -1.74 5.08 0.392
H -1.20 -2.93 4.47 0.346
H -1.67 -1.23 4.81 0.368
H 0.35 -3.57 2.24 0.427
H 1.35 -2.32 1.42 -0.528
H 1.60 -2.63 3.20 0.453
```

Entry 4:
C2H6N3O2 | ωB97M-V/def2-TZVPD

The value obtained for the LUMO energy is -3.92 eV. Its total energy is -10728.236 eV. Its net charge is +1. Its HOMO-LUMO gap is 0.408 Ha. The SMILES is NC(=O)/[N+](N)=C\O. The energy relative to the best compared isomer or geometry (same formula, charge and spin) is 68.3 kJ/mol.

Structure (XYZ):
```
13
Properties=species:S:1:pos:R:3:nbo_charge:R:1
N 1.18 -1.31 -0.94 -0.801
C 0.83 -0.78 0.22 0.795
O 1.21 -0.93 1.32 -0.481
N -0.19 0.45 0.02 -0.255
N 0.41 1.51 -0.72 -0.565
C -1.34 0.38 0.58 0.517
O -1.88 -0.64 1.13 -0.583
H 0.90 -1.11 -1.84 0.432
H 1.99 -1.91 -0.77 0.439
H 0.36 2.26 -0.07 0.382
H 1.34 1.28 -0.86 0.382
H -1.99 1.30 0.64 0.197
H -2.83 -0.48 1.30 0.539
```

Entry 5:
C33H62N13O17 | ωB97M-V/def2-TZVPD

The value obtained for the LUMO energy is -5.27 eV. Its total energy is -89358.529 eV. Its net charge is +1. Its HOMO-LUMO gap is 0.171 Ha. The energy relative to the best compared isomer or geometry (same formula, charge and spin) is 91.6 kJ/mol.

Structure (XYZ):
```
125
Properties=species:S:1:pos:R:3:mulliken_charge:R:1
C -0.31 -3.34 0.36 -2.906
C -0.34 -1.81 0.26 2.077
C 0.67 -1.60 -0.97 -0.819
C 0.51 -0.21 -1.63 0.209
C -0.91 0.03 -2.14 0.183
C -1.92 -0.17 -1.09 2.184
N -1.68 -1.26 -0.12 1.851
O -2.57 -1.44 0.77 -0.184
C -3.29 -0.48 -1.76 -2.308
C -2.14 1.11 -0.24 -3.027
C 0.34 -1.11 1.41 -2.221
H -1.18 -3.63 1.07 0.069
H 0.54 -3.56 0.53 1.119
H -0.65 -3.70 -0.50 0.744
H 0.44 -2.51 -1.62 -0.221
H 1.74 -1.66 -0.79 -0.099
H 1.08 -0.22 -2.57 0.348
H 0.88 0.51 -0.83 -0.294
H -1.13 -0.89 -2.98 -0.291
H -0.89 1.00 -2.64 -0.408
H -3.22 -1.29 -2.30 0.992
H -3.39 0.38 -2.48 0.302
H -4.15 -0.47 -1.17 0.220
H -1.18 1.44 -0.07 0.518
H -2.51 1.04 0.71 0.885
H -2.72 1.84 -0.82 0.402
H 0.65 -0.14 1.36 0.765
H 1.23 -1.56 1.71 0.371
H -0.27 -1.03 2.33 0.214
N 0.92 -4.28 -3.96 0.076
C -0.36 -4.13 -4.26 -0.640
C -0.64 -2.69 -4.69 -0.600
C 0.78 -2.11 -4.64 -0.618
C 1.66 -3.14 -4.08 -0.886
H 1.45 -5.02 -3.60 0.214
H -1.12 -4.81 -3.89 0.427
H -1.54 -2.31 -4.93 0.689
H 1.22 -1.13 -4.67 0.726
H 2.69 -3.04 -3.86 0.698
N -5.35 -3.13 -2.06 0.123
C -4.41 -3.99 -2.50 -0.725
C -3.65 -4.44 -1.29 -0.564
C -4.37 -3.76 -0.14 0.037
C -5.51 -3.02 -0.70 -0.794
H -6.05 -2.78 -2.71 0.243
H -4.14 -4.21 -3.57 0.368
H -2.89 -5.10 -1.24 0.744
H -4.11 -3.95 0.97 0.334
H -6.47 -2.92 -0.09 0.367
N 5.76 2.81 0.57 -0.050
C 4.60 3.58 0.83 -0.986
C 3.49 2.64 0.87 -0.855
C 4.05 1.24 0.58 0.471
C 5.51 1.52 0.35 -1.037
H 6.75 3.25 0.44 0.303
H 4.66 4.74 0.90 0.335
H 2.54 2.77 1.01 1.130
H 3.44 0.33 0.64 0.344
H 6.04 0.69 -0.13 0.364
N 5.42 -1.31 2.37 0.098
C 6.36 -2.09 1.68 -0.600
C 5.57 -3.10 1.10 -0.913
C 4.12 -2.96 1.44 -0.550
C 4.13 -1.72 2.44 -0.647
H 5.69 -0.46 2.65 0.268
H 7.42 -1.89 1.90 0.380
H 5.88 -3.83 0.44 0.580
H 3.20 -3.42 1.34 0.724
H 3.46 -1.09 2.92 0.693
C -3.40 5.74 0.80 -0.834
N -3.23 5.66 -0.62 0.846
O -3.18 6.64 -1.28 -0.529
O -3.26 4.56 -1.13 -0.437
H -4.03 6.60 0.92 0.363
H -2.50 5.83 1.33 0.327
H -3.85 4.87 1.29 0.249
C 6.69 -1.46 -2.23 -0.959
N 5.33 -0.89 -2.53 0.741
O 5.20 -0.26 -3.51 -0.526
O 4.37 -1.41 -1.84 -0.254
H 7.41 -0.84 -2.04 0.523
H 6.88 -2.32 -2.88 0.375
H 6.64 -1.79 -1.30 0.136
C -1.77 3.60 5.02 -0.682
N -2.69 3.22 3.97 0.828
O -3.72 3.90 3.81 -0.507
O -2.52 2.12 3.39 -0.339
H -0.92 3.02 4.99 0.114
H -2.12 3.47 6.07 0.315
H -1.29 4.66 4.93 0.304
C -1.91 -2.42 5.09 -0.984
N -1.81 -3.26 3.92 0.972
O -2.83 -3.41 3.30 -0.484
O -0.87 -4.03 3.93 -0.546
H -2.10 -3.03 5.90 0.426
H -2.95 -1.80 5.06 0.255
H -1.15 -1.82 5.39 0.368
C -1.78 3.84 -3.56 -0.624
N -2.99 3.54 -4.28 1.101
O -3.40 2.35 -4.23 -0.594
O -3.46 4.35 -4.97 -0.577
H -0.98 3.87 -4.32 0.349
H -1.51 3.33 -2.67 0.152
H -2.06 4.96 -3.12 0.169
C 3.13 1.90 4.48 -0.679
N 1.85 1.38 3.93 0.856
O 1.23 2.12 3.07 -0.460
O 1.57 0.20 4.14 -0.494
H 3.21 3.01 4.12 0.277
H 4.08 1.44 4.05 0.130
H 2.82 1.71 5.49 0.378
C 3.45 2.74 -3.06 -0.731
N 2.10 2.39 -3.06 1.030
O 1.38 2.74 -2.18 -0.473
O 1.63 1.75 -4.01 -0.515
H 4.00 2.68 -4.16 0.280
H 4.13 2.33 -2.16 0.087
H 3.62 3.76 -2.93 0.353
C -5.41 0.33 2.29 -0.249
N -6.74 -0.03 2.88 0.873
O -6.94 -1.24 2.81 -0.561
O -7.56 0.81 3.03 -0.539
H -4.67 -0.14 2.80 0.153
H -5.44 1.46 2.57 0.190
H -5.46 0.23 1.05 0.111
```

Entry 6:
C5H6O | ωB97M-V/def2-TZVPD

The value obtained for the LUMO energy is 0.74 eV. Its total energy is -7325.506 eV. Its HOMO-LUMO gap is 0.372 Ha. The SMILES is C#CCCC=O. The energy relative to the best compared isomer or geometry (same formula, charge and spin) is 364.6 kJ/mol.

Structure (XYZ):
```
12
Properties=species:S:1:pos:R:3:nbo_charge:R:1
C -0.70 -2.28 -1.44 -0.312
C -0.41 -1.58 -0.47 -0.024
C 0.23 -0.51 0.21 -0.503
C -0.42 0.88 0.00 -0.507
C 0.34 2.00 0.67 0.443
O 1.30 1.82 1.39 -0.518
H -1.57 -2.86 -1.64 0.228
H 1.04 -1.08 -0.44 0.332
H 0.67 -0.60 1.20 0.263
H -0.56 1.13 -1.06 0.243
H -1.45 0.93 0.41 0.242
H -0.03 3.03 0.48 0.114
```